DFT (ωB97M-V/def2-TZVPD) results for a cluster of 15 separate species, C22H33Cl42N2S in total at a distorted geometry.

```
100
Properties=species:S:1:pos:R:3:forces:R:3
C -2.004497 2.275772 1.890507 1.00 -0.26 -0.50
C -0.606475 2.773453 1.514585 -1.16 -0.45 -0.29
N -0.035081 1.868372 0.534662 0.39 0.05 0.41
C 1.464976 2.041050 0.373961 -0.97 -0.73 -0.52
C 2.141484 1.442995 1.574507 0.72 1.08 -0.20
N 3.202043 2.350206 2.111189 0.10 -0.59 0.60
C 2.646270 3.384789 2.954871 -0.23 0.00 0.14
C 1.848669 1.333083 -0.891546 -0.37 1.27 0.89
S 1.876360 -0.550188 -1.016687 0.55 -0.75 -0.10
C 0.532857 -1.200306 -0.012350 -1.10 0.39 -0.16
C -0.829415 -1.147644 -0.705306 0.41 -0.16 -0.26
H -1.873744 1.286747 2.306457 -0.21 -0.36 0.37
H -2.489374 2.936280 2.585868 -0.32 0.26 0.22
H -2.571352 2.141981 0.975419 -0.47 0.17 -0.12
H -0.026450 2.788520 2.420741 0.51 0.18 0.18
H -0.733987 3.776813 1.118000 0.41 0.56 0.13
H -0.451699 2.135558 -0.347983 -0.02 -0.07 -0.22
H 2.677751 0.519781 1.344792 0.00 -0.33 -0.11
H 1.412375 1.224897 2.360010 -0.17 -0.13 0.21
H 3.758964 1.764479 2.727928 0.23 -0.01 -0.05
H 3.424779 3.981496 3.415633 -0.10 -0.30 0.25
H 2.054332 4.054976 2.346818 -0.27 0.23 -0.29
H 1.989443 3.006663 3.748197 -0.16 -0.18 0.15
H 2.860578 1.626371 -1.114903 0.44 -0.34 -0.18
H 1.230867 1.689194 -1.706070 -0.24 -0.04 -0.37
H 0.706175 -2.229289 0.257990 0.58 -0.36 -0.12
H 0.439308 -0.646615 0.905112 0.28 0.36 0.41
H -0.676141 -1.285707 -1.768731 -0.14 -0.13 -0.34
H -1.483902 -1.935640 -0.348603 -0.24 -0.14 0.16
H -1.299407 -0.191511 -0.555042 -0.20 0.42 0.11
C -5.039377 -3.506686 0.176082 0.10 0.06 -0.14
Cl -3.634419 -4.269497 -0.570988 -0.03 -0.01 0.02
Cl -4.891743 -1.753390 0.148767 0.02 -0.03 -0.03
Cl -6.530634 -4.035360 -0.608047 -0.01 0.11 -0.09
H -5.080605 -3.820582 1.208712 -0.02 -0.02 0.00
C 2.863825 -5.071621 1.547719 0.06 0.16 -0.18
Cl 1.357919 -5.871760 1.076139 -0.05 -0.02 0.04
Cl 4.244304 -6.119735 1.198551 -0.13 -0.11 0.01
Cl 3.014157 -3.513532 0.739604 -0.01 -0.11 0.00
H 2.831927 -4.898501 2.614563 0.01 -0.04 0.04
C 5.665310 1.479341 -3.441584 -0.12 -0.15 0.12
Cl 6.061824 1.024888 -5.108264 0.01 0.03 -0.04
Cl 4.538365 0.343547 -2.723118 0.21 -0.05 -0.15
Cl 7.138991 1.616099 -2.473917 0.03 0.03 -0.01
H 5.194013 2.451915 -3.466974 0.02 0.05 -0.01
C -0.786884 6.106847 -1.585233 0.10 -0.38 -0.01
Cl 0.003919 7.623441 -1.132663 -0.04 0.22 -0.05
Cl 0.260743 4.742111 -1.217816 0.16 -0.02 0.15
Cl -2.351972 5.950602 -0.769631 -0.04 0.04 -0.04
H -0.963544 6.134514 -2.650964 -0.08 0.02 0.15
C 0.271040 11.417086 -1.368893 0.09 -0.04 0.02
Cl 0.023668 13.161038 -1.223955 -0.03 0.01 0.00
Cl 1.082691 11.025774 -2.885556 -0.02 0.00 0.00
Cl 1.176147 10.793178 0.006448 0.00 -0.01 -0.01
H -0.698764 10.939109 -1.375244 -0.03 -0.02 -0.01
C 5.477968 -9.286320 -1.446925 -0.09 0.08 0.12
Cl 3.901151 -8.896902 -0.773644 -0.02 -0.13 -0.11
Cl 6.754323 -8.408840 -0.606106 0.01 0.00 -0.01
Cl 5.774853 -11.030143 -1.382109 0.03 -0.07 -0.04
H 5.487029 -8.983488 -2.484299 0.03 0.00 -0.04
C -2.262105 6.155908 -5.770849 0.00 -0.15 0.13
Cl -3.923211 6.467949 -5.263439 0.01 0.01 -0.02
Cl -1.128193 7.142852 -4.848184 0.02 0.24 -0.22
Cl -1.854153 4.450966 -5.590567 -0.03 -0.03 -0.01
H -2.171969 6.421665 -6.814277 0.01 0.03 -0.04
C -7.021449 -2.124507 3.963648 -0.03 0.08 -0.21
Cl -8.561790 -2.849333 3.484087 0.02 -0.02 0.04
Cl -5.677716 -3.248490 3.710955 0.09 0.23 0.24
Cl -6.745255 -0.617911 3.102787 -0.09 -0.17 0.11
H -7.069806 -1.907699 5.021052 0.00 -0.03 0.05
C -5.852820 3.584789 3.032486 0.10 -0.04 -0.08
Cl -4.766724 4.842742 2.443970 -0.01 -0.02 0.02
Cl -7.166370 3.308353 1.881269 -0.05 -0.01 0.01
Cl -4.990058 2.082429 3.355228 -0.08 0.21 0.05
H -6.288913 3.927628 3.959567 -0.03 0.01 0.03
C 2.624142 -12.951128 -2.314834 -0.08 -0.01 0.01
Cl 1.110749 -12.172354 -2.774852 0.02 0.01 0.00
Cl 2.534889 -13.575732 -0.668592 0.02 0.01 0.00
Cl 3.039450 -14.236828 -3.452304 0.03 0.01 0.00
H 3.408713 -12.207926 -2.346555 0.03 0.02 0.01
C -8.042960 -6.964360 1.854025 0.14 -0.06 -0.05
Cl -8.119157 -7.172511 0.104790 0.00 0.03 0.03
Cl -7.822036 -8.526669 2.649007 -0.02 0.00 0.04
Cl -6.771401 -5.837268 2.332231 -0.23 -0.34 -0.04
H -8.987109 -6.553821 2.183064 -0.03 0.03 0.01
C -3.050639 0.811380 -5.354595 0.10 -0.01 0.11
Cl -2.494581 0.393161 -6.980151 -0.01 0.02 -0.04
Cl -4.065388 -0.469596 -4.693176 -0.03 -0.01 0.01
Cl -1.688880 1.147514 -4.292702 0.00 -0.02 0.00
H -3.648819 1.709001 -5.429168 -0.03 0.02 -0.02
C 7.436368 -4.161132 2.712636 -0.18 0.01 0.01
Cl 5.889201 -3.486170 2.222012 0.30 0.21 0.11
Cl 7.376755 -4.733955 4.384123 0.02 0.00 0.02
Cl 7.934938 -5.466511 1.629361 0.03 0.00 -0.02
H 8.180574 -3.380001 2.653823 0.05 0.01 0.01
C 3.776038 6.862559 2.239772 0.09 -0.21 -0.12
Cl 4.719029 5.379883 2.122940 0.52 0.59 -0.45
Cl 2.629473 6.980261 0.908628 -0.01 0.03 0.04
Cl 2.940907 6.953163 3.795918 -0.04 0.07 0.10
H 4.453635 7.701862 2.178080 0.00 0.05 0.03
```
Positions in Å, forces in eV/Å.

Properties
net charge: -1
max |F|: 1.59 eV/A
LUMO level: 1.5 eV
highest occupied orbital energy: -1.76 eV
Kohn-Sham gap: 0.1208 Eh

Here are the Mulliken charges for atoms 1 to 6, given in e:
1. C -1.31
2. C -0.07
3. N 0.23
4. C 0.18
5. C -1.36
6. N -0.10



DFT (ωB97M-V/def2-TZVPD) results for a cluster of 6 separate species, C22H33ClF15NO10Si in total.

```
83
Properties=species:S:1:pos:R:3:forces:R:3
C 1.150078 -0.764395 1.090272 0.01 0.08 0.06
C 2.162779 -0.986385 -0.006040 -0.10 -0.22 -0.08
O 3.086635 0.127844 -0.104142 0.01 0.02 0.06
C 4.110025 0.097481 0.726352 0.09 0.10 -0.06
O 4.384835 -0.749000 1.526340 -0.02 -0.02 0.01
C 5.008327 1.339082 0.499626 -0.04 -0.11 0.04
F 4.294012 2.461799 0.414448 0.02 -0.02 0.01
F 5.701206 1.189902 -0.637909 -0.01 0.03 0.03
F 5.874832 1.462442 1.504381 -0.03 0.06 -0.05
H 0.599308 0.162305 0.929477 -0.02 -0.02 -0.02
H 0.440658 -1.592355 1.095884 0.00 -0.01 0.00
H 1.628591 -0.717653 2.068075 0.01 -0.03 -0.01
H 1.691293 -1.037247 -0.984280 0.03 0.06 -0.01
H 2.739262 -1.896916 0.153567 0.00 0.01 0.01
C -3.490843 2.828793 0.591611 0.05 0.00 0.04
C -3.837848 1.386873 0.878398 -0.09 0.00 -0.08
O -2.907868 0.802227 1.826364 0.01 0.02 0.01
C -3.138170 1.065782 3.100630 0.08 -0.06 0.08
O -4.021380 1.721922 3.566155 -0.01 0.01 -0.03
C -2.085677 0.342472 3.977617 -0.09 0.03 -0.07
F -0.850002 0.507807 3.491037 0.01 0.00 0.03
F -2.350091 -0.972618 4.001372 0.03 0.03 0.02
F -2.116711 0.802829 5.221244 0.01 -0.03 -0.03
H -2.466436 2.912117 0.228595 -0.01 0.00 -0.02
H -4.161780 3.216162 -0.175538 0.00 0.00 0.00
H -3.600404 3.443257 1.483887 -0.02 0.00 0.00
H -3.740594 0.764330 -0.006601 0.04 -0.01 0.01
H -4.847239 1.283502 1.273361 0.02 0.01 0.03
C -8.718584 -3.269762 -0.104986 0.05 0.02 -0.02
C -9.050084 -1.940016 0.529756 -0.07 -0.03 0.05
O -8.123533 -0.909522 0.093230 0.00 0.00 0.00
C -8.373643 -0.363213 -1.080792 0.09 0.09 -0.04
O -9.270551 -0.601202 -1.832872 -0.01 -0.03 0.01
C -7.315200 0.728209 -1.375925 -0.07 -0.05 0.03
F -6.073971 0.292597 -1.122409 -0.02 0.01 -0.05
F -7.539367 1.803718 -0.609267 0.03 -0.01 -0.02
F -7.373104 1.102624 -2.651573 0.01 0.00 0.05
H -7.689784 -3.553620 0.115453 -0.01 -0.01 0.01
H -9.381125 -4.036188 0.297042 0.00 0.00 0.00
H -8.853463 -3.233211 -1.184874 -0.02 0.00 0.00
H -8.926086 -1.963501 1.609113 0.02 0.01 0.00
H -10.061717 -1.616000 0.290785 0.01 0.01 -0.02
C -6.007706 1.783180 -5.664625 0.05 0.03 -0.04
C -6.281388 3.098970 -4.973642 -0.08 -0.07 0.05
O -5.359257 4.123933 -5.422973 0.00 0.00 0.01
C -5.652403 4.705037 -6.572714 0.09 0.09 -0.04
O -6.591597 4.495844 -7.281034 -0.01 -0.03 0.01
C -4.588799 5.784546 -6.895684 -0.07 -0.05 0.02
F -3.348346 5.322994 -6.704825 -0.03 0.02 -0.02
F -4.767797 6.844896 -6.093781 0.02 -0.02 -0.03
F -4.701795 6.185287 -8.156345 0.01 0.00 0.04
H -4.973306 1.477396 -5.506582 -0.01 -0.02 0.02
H -6.663541 1.014670 -5.256700 -0.01 0.00 0.01
H -6.192796 1.860039 -6.734957 -0.02 0.00 0.01
H -6.107172 3.036216 -3.903224 0.03 0.01 -0.01
H -7.299852 3.442642 -5.148488 0.02 0.02 -0.04
C 8.907476 -0.022226 2.274034 0.09 -0.07 0.00
C 9.099665 0.975179 3.391185 -0.12 0.06 -0.01
O 10.395518 0.811962 4.022559 -0.01 0.00 0.00
C 11.417610 1.373180 3.403169 0.12 -0.02 0.05
O 11.404090 2.007584 2.390435 -0.03 -0.01 -0.01
C 12.714873 1.130088 4.215091 -0.07 0.03 -0.04
F 12.819474 -0.144993 4.603505 0.01 0.03 -0.01
F 12.709361 1.901930 5.312293 0.02 -0.03 -0.02
F 13.782619 1.439355 3.488236 -0.02 -0.01 0.04
H 9.037611 -1.039234 2.644564 -0.01 0.00 0.00
H 7.898944 0.073550 1.875502 -0.01 -0.01 0.00
H 9.617970 0.152862 1.467244 -0.01 0.02 0.00
H 8.389918 0.816501 4.199048 0.02 -0.01 0.01
H 9.013251 2.001190 3.036465 0.03 0.00 -0.01
N 5.612828 -5.348950 0.357266 -0.07 -0.09 -0.02
C 4.567482 -4.327231 0.462011 0.04 0.06 -0.05
C 3.401902 -4.805620 1.342136 0.15 -0.11 0.01
Si 2.202870 -5.920529 0.446609 0.19 -0.05 -0.03
Cl 0.410244 -4.913612 0.205022 -0.14 0.05 -0.03
H 6.535037 -4.959343 0.484454 0.00 0.03 -0.02
H 5.598130 -5.811450 -0.541089 0.01 -0.01 0.01
H 4.196788 -4.057495 -0.533892 -0.01 0.13 0.03
H 4.990877 -3.419470 0.895144 0.00 -0.03 0.02
H 3.827812 -5.371323 2.174566 -0.01 0.11 0.07
H 2.864205 -3.952209 1.762203 -0.07 -0.02 0.00
H 1.923450 -7.186973 1.147146 -0.08 0.05 0.03
H 2.689163 -6.221643 -0.916201 0.00 -0.01 -0.01
```
Positions in Å, forces in eV/Å.

Properties
SMILES string: CCOC(=O)C(F)(F)F.CCOC(=O)C(F)(F)F.CCOC(=O)C(F)(F)F.CCOC(=O)C(F)(F)F.CCOC(=O)C(F)(F)F.NCC[SiH2]Cl
net charge: 0
max |F|: 0.25 eV/A
LUMO level: 0.2 eV
highest occupied orbital energy: -9.71 eV
Kohn-Sham gap: 0.3634 Eh
energy relative to the best compared isomer or geometry (same formula, charge and spin): 0.033 eV

Here are the Mulliken charges for atoms 1 to 6, given in e:
1. C -1.24
2. C 0.28
3. O -0.32
4. C 0.36
5. O -0.54
6. C 0.90



DFT (ωB97M-V/def2-TZVPD) results for a structure of composition C22H33CuNO3P2 at a distorted geometry.

```
62
Properties=species:S:1:pos:R:3:forces:R:3
C 0.194079 -2.327232 -4.129253 -2.28 1.69 -3.59
C 1.350913 -3.226185 -4.383520 -0.36 -2.49 0.02
H -0.505271 -2.411601 -5.013895 1.42 0.84 -0.08
H 0.650752 -1.289431 -3.975658 -0.95 -1.10 -0.66
C 2.238244 -3.319963 -3.378549 1.00 -0.08 -0.74
C 2.031990 -2.389638 -2.348581 -2.01 1.35 2.12
H 2.055791 -1.334494 -2.600886 -0.40 0.09 -0.12
H 2.318189 -2.495251 -1.326858 0.87 -0.54 0.41
C 1.519289 -4.223985 -5.578211 -0.91 -0.08 -0.24
H 0.618098 -4.249472 -6.212771 0.18 0.15 0.35
H 1.724142 -5.311849 -5.331279 -0.27 1.37 0.33
H 2.327330 -3.963419 -6.281669 -0.09 0.29 0.51
C 3.420967 -4.244094 -3.458624 -1.14 -2.25 0.38
H 4.052454 -4.076007 -4.299260 0.53 0.66 -0.64
H 3.037161 -5.283058 -3.674985 0.28 0.83 0.32
H 4.034451 -4.371213 -2.577416 0.02 0.49 0.33
Cu -0.357725 1.266916 0.653116 -0.30 0.39 -0.69
O -0.140426 -0.292152 -0.807466 -0.51 -0.98 -0.38
C -0.105875 -1.530907 -0.714036 0.71 1.13 0.63
O 0.232658 -0.115865 1.905590 0.85 -3.49 0.66
C 0.379892 -1.340781 1.753362 -0.51 2.05 -0.45
O 0.727591 -2.141032 2.764536 0.07 1.36 -0.25
N 0.190115 -2.083132 0.577689 0.36 -0.43 0.66
C 0.596394 -3.482128 2.357002 -0.36 -0.99 0.98
C 0.661509 -3.462790 0.861161 1.02 0.49 -0.02
H -0.365551 -3.834123 2.725096 -0.17 -0.09 -0.06
H 1.366363 -4.067279 2.860376 0.05 0.06 -0.28
H 0.036532 -4.248585 0.480470 -0.16 -0.13 -0.54
H 1.734759 -3.587186 0.583511 -0.85 0.04 -0.37
C -0.196168 -2.479047 -1.793626 1.45 -1.91 0.65
C -0.969990 -2.330383 -3.069386 -0.67 0.67 1.73
H -0.049877 -3.550816 -1.470842 -0.43 1.36 -0.36
H -1.639186 -1.342727 -3.073635 2.06 -1.74 -0.34
H -1.793783 -3.118450 -3.173725 1.66 0.59 -0.06
C 0.809000 4.448807 0.147677 0.19 0.25 0.28
P 0.551308 3.131418 1.400310 0.65 0.58 -0.57
C 2.172125 2.798447 2.169678 -0.08 0.15 0.35
C -0.573801 3.916643 2.651977 0.75 -0.62 -0.18
C -0.129308 4.888903 3.556560 -0.06 0.06 -0.24
C -0.995149 5.439891 4.499936 -0.53 -0.54 -0.45
C -2.318177 4.981678 4.525393 0.66 -1.25 -1.45
C -2.750516 3.947186 3.621676 0.77 1.28 1.11
C -1.884802 3.390278 2.678750 0.61 0.81 0.74
P -2.238731 2.055723 1.495937 -1.07 0.33 -0.96
C -3.242044 0.828597 2.350842 -0.83 0.38 0.41
C -3.333248 2.908424 0.242773 -0.23 -0.49 0.42
H 1.332372 3.987773 -0.707045 -0.26 0.33 0.29
H 1.398403 5.291654 0.544183 -0.22 -0.21 -0.22
H -0.185622 4.817475 -0.158432 0.48 -0.16 -0.01
H 2.326975 3.378432 3.075192 0.16 0.10 0.09
H 2.180303 1.734005 2.430183 0.10 0.26 -0.02
H 2.977443 3.012968 1.463757 -0.11 -0.06 0.01
H 0.902970 5.244718 3.520183 -0.26 -0.17 -0.06
H -0.646002 6.202548 5.192515 -0.12 -0.16 -0.13
H -2.987793 5.396440 5.243217 -0.54 0.08 0.31
H -3.758090 3.607811 3.737931 -0.49 -0.23 -0.11
H -4.045305 1.259272 2.957938 0.03 -0.13 -0.04
H -3.692632 0.223189 1.566440 -0.02 -0.22 0.05
H -2.607359 0.211594 2.988733 0.01 0.04 -0.12
H -4.212549 3.382234 0.713655 0.38 -0.09 -0.24
H -2.740389 3.661366 -0.315217 -0.35 -0.50 0.34
H -3.685196 2.109885 -0.442519 0.21 0.57 0.20
```
Positions in Å, forces in eV/Å.

Properties
net charge: +1
max |F|: 4.57 eV/A
LUMO level: -3.1 eV
highest occupied orbital energy: -9.63 eV
Kohn-Sham gap: 0.2414 Eh
energy relative to the best compared isomer or geometry (same formula, charge and spin): 0.000 eV

Here are the Mulliken charges for atoms 1 to 6, given in e:
1. C -0.73
2. C 0.72
3. H 0.34
4. H 0.24
5. C 1.37
6. C -1.69



- Among the records above, which one has the lowest highest occupied orbital energy?
  C22H33ClF15NO10Si



- What is the LUMO level in the second record?
  0.2 eV



- Which of these has the highest LUMO level?
  C22H33Cl42N2S



- The lowest net charge belongs to which entry?
  C22H33Cl42N2S